1.
This record from OMol25 describes a single C23H29N5O2 molecule. The level of theory is the ωB97M-V functional and the def2-TZVPD basis.

Geometry as XYZ:
```
59
C23H29N5O2 | OMol25 | the ωB97M-V functional and the def2-TZVPD basis
C 3.31 -2.25 -3.16
C 3.32 -3.72 -2.76
C 1.94 -4.26 -2.37
C 0.91 -4.18 -3.49
N 1.46 -3.61 -1.16
N 1.88 -4.09 0.03
C 1.36 -3.33 0.93
N 0.60 -2.34 0.38
C -0.13 -1.35 1.07
C -1.34 -0.89 0.58
C -2.05 0.07 1.27
C -1.58 0.60 2.48
N -2.28 1.55 3.20
C -3.57 2.01 2.74
C -3.41 3.07 1.61
N -2.06 3.61 1.63
C -1.10 3.06 0.77
C -1.43 2.70 -0.53
C -0.51 2.14 -1.40
C 0.81 1.95 -1.00
O 1.80 1.43 -1.78
C 1.45 0.94 -3.05
C 1.17 2.35 0.28
C 0.24 2.89 1.15
C -1.69 3.93 2.99
C -1.57 2.64 3.85
C -0.37 0.09 2.97
C 0.35 -0.86 2.28
C 0.66 -2.51 -1.01
O 0.13 -1.83 -1.86
H 2.89 -1.63 -2.37
H 4.33 -1.91 -3.35
H 2.73 -2.10 -4.07
H 3.99 -3.85 -1.90
H 3.71 -4.32 -3.58
H 2.08 -5.31 -2.07
H 1.31 -4.65 -4.38
H 0.66 -3.15 -3.70
H 0.00 -4.70 -3.20
H 1.49 -3.47 1.98
H -1.71 -1.26 -0.36
H -2.98 0.40 0.85
H -4.17 1.16 2.41
H -4.07 2.46 3.61
H -4.11 3.90 1.77
H -3.62 2.63 0.64
H -2.43 2.86 -0.90
H -0.84 1.86 -2.39
H 1.02 1.72 -3.68
H 2.38 0.60 -3.50
H 0.75 0.10 -2.97
H 2.19 2.23 0.59
H 0.58 3.17 2.13
H -2.49 4.57 3.39
H -0.77 4.50 3.00
H -0.53 2.37 3.98
H -2.01 2.80 4.84
H 0.02 0.43 3.92
H 1.29 -1.21 2.68
```

The energy relative to the best compared isomer or geometry (same formula, charge and spin) is 128.4 kJ/mol. The orbital gap is 7.90 eV. The value obtained for the total energy is -35867.05870 eV. Its HOMO energy is -0.2619 Ha. The SMILES is CC[C@H](C)n1ncn(-c2ccc(N3CCN(c4ccc(OC)cc4)CC3)cc2)c1=O.



2.
This record from OMol25 describes a molecular structure, C23H29N5ReSSi. The level of theory is the ωB97M-V functional and the def2-TZVPD basis.

Geometry as XYZ:
```
60
C23H29N5ReSSi | OMol25 | the ωB97M-V functional and the def2-TZVPD basis
Re -0.38 0.32 0.21
C -0.18 4.16 -4.47
C 0.58 4.02 -3.32
C 0.42 2.90 -2.51
C -0.49 1.92 -2.86
C -1.25 2.06 -4.03
C -1.09 3.18 -4.82
N -0.66 0.73 -2.05
N -1.06 -0.25 -2.71
C -1.21 -1.42 -2.00
C -1.85 -2.49 -2.60
C -2.06 -3.65 -1.87
C -1.63 -3.73 -0.55
C -0.95 -2.66 0.04
C -0.75 -1.47 -0.67
H -0.06 5.04 -5.09
H 1.30 4.78 -3.05
H 1.03 2.80 -1.64
H -1.97 1.30 -4.29
H -1.69 3.28 -5.71
H -2.19 -2.40 -3.63
H -2.56 -4.49 -2.32
H -1.79 -4.64 0.02
H -0.58 -2.79 1.05
C 3.37 1.57 3.70
N 2.13 0.95 3.23
C 2.08 -0.13 2.50
N 3.18 -0.76 2.14
S 0.53 -0.86 2.09
H 3.12 2.48 4.23
H 4.01 1.82 2.85
H 3.90 0.90 4.39
H 1.25 1.33 3.54
H 4.10 -0.47 2.44
H 3.11 -1.61 1.59
C 0.25 4.76 1.58
Si -0.42 3.08 1.19
C -1.89 3.07 0.05
C -1.02 2.37 2.82
N 0.79 1.87 0.43
C 2.13 2.02 0.08
C 2.75 1.02 -0.68
C 4.07 1.15 -1.08
C 4.80 2.28 -0.73
C 4.20 3.28 0.03
C 2.88 3.16 0.42
H -0.57 5.30 2.07
H 0.53 5.33 0.69
H 1.09 4.74 2.27
H -2.71 3.57 0.57
H -2.27 2.06 -0.19
H -1.70 3.58 -0.89
H -1.94 2.92 3.06
H -0.34 2.55 3.66
H -1.29 1.31 2.83
H 2.17 0.16 -0.99
H 4.52 0.37 -1.69
H 5.83 2.38 -1.05
H 4.76 4.16 0.29
H 2.43 3.96 0.99
```

The energy relative to the best compared isomer or geometry (same formula, charge and spin) is 250.1 kJ/mol. The orbital gap (spin up / spin down) is 6.26 / 6.35 eV. Its charge is +2. The spin multiplicity is 2. The value obtained for the total energy is -52599.36897 eV. Its HOMO energy (spin up / spin down) is -0.5166 / -0.5243 Ha.



3.
This record from OMol25 describes a molecular structure, C23H29N8OS4SiTc. The level of theory is the ωB97M-V functional and the def2-TZVPD basis.

Geometry as XYZ:
```
67
C23H29N8OS4SiTc | OMol25 | the ωB97M-V functional and the def2-TZVPD basis
Tc -0.30 -0.01 -0.02
S -0.99 -1.66 1.58
C -1.93 -2.98 0.96
S -2.83 -2.99 -0.43
C -1.96 -4.14 1.79
C -2.73 -5.28 1.45
N -3.36 -6.22 1.22
C -1.21 -4.22 2.99
N -0.59 -4.28 3.96
C 2.53 -2.12 1.25
C 2.84 -0.86 0.50
C 4.13 -0.43 0.26
C 4.33 0.75 -0.45
C 3.26 1.48 -0.92
C 1.98 0.99 -0.67
N 1.81 -0.13 0.06
N 0.76 1.48 -1.05
Si 0.40 3.14 -1.48
C -1.36 3.18 -2.11
C 1.55 3.75 -2.83
C 0.57 4.23 0.03
H 3.44 -2.56 1.66
H 2.07 -2.85 0.58
H 1.82 -1.95 2.06
H 4.96 -1.02 0.62
H 5.34 1.10 -0.63
H 3.41 2.39 -1.49
H -1.55 2.36 -2.81
H -1.54 4.11 -2.65
H -2.08 3.13 -1.30
H 1.78 2.98 -3.56
H 2.49 4.13 -2.44
H 1.07 4.57 -3.37
H -0.22 4.01 0.76
H 0.49 5.29 -0.22
H 1.53 4.08 0.53
C -2.96 -0.15 -2.62
C -3.22 0.47 -1.30
N -2.33 0.65 -0.35
C -2.85 1.39 0.70
C -4.15 1.73 0.56
S -4.74 1.14 -0.93
C -1.92 1.74 1.76
C -2.13 2.49 2.87
S -0.68 2.63 3.76
C 0.15 1.69 2.61
N -0.62 1.30 1.62
C 1.59 1.37 2.78
H -1.92 -0.45 -2.69
H -3.18 0.56 -3.42
H -3.58 -1.03 -2.76
H -4.77 2.30 1.23
H -3.05 2.95 3.21
H 1.98 1.85 3.67
H 2.16 1.71 1.92
H 1.73 0.30 2.88
C 0.13 -3.94 -2.71
N 0.51 -2.69 -3.34
C 0.37 -1.51 -2.71
N 0.65 -0.38 -3.39
O -0.05 -1.48 -1.54
H 0.61 -4.76 -3.25
H -0.95 -4.09 -2.72
H 0.47 -3.96 -1.68
H 0.77 -2.70 -4.31
H 1.11 -0.41 -4.28
H 0.71 0.47 -2.83
```

The energy relative to the best compared isomer or geometry (same formula, charge and spin) is 49.4 kJ/mol. The orbital gap (spin up / spin down) is 8.16 / 5.72 eV. Its charge is +1. The spin multiplicity is 4. The value obtained for the total energy is -91705.68845 eV. Its HOMO energy (spin up / spin down) is -0.3978 / -0.3950 Ha.



no.,strongest force on any atom (hartree/bohr)
1,0.0159
2,0.0250
3,0.0085